A 14-piece molecular cluster, C5H36NO14 overall. Source: OMol25; level of theory: ωB97M-V with the def2-TZVPD basis set.

Last column: Löwdin charge in e.
Element x y z (Å)
C 1.8160 1.2273 -1.0929  -0.246
C 2.3217 -0.0797 -0.4964  -0.188
C 1.6549 -1.2850 -1.0938  -0.203
C 1.9435 -2.5722 -0.8382  0.000
N 0.9762 1.9931 -0.1688  -0.060
C 1.7086 2.6357 0.8925  -0.345
O 0.9734 3.6783 1.3839  -0.083
H 1.2676 0.9115 -2.0867  0.100
H 2.6194 1.8182 -1.6806  0.135
H 2.1839 -0.0615 0.6185  0.098
H 3.4173 -0.0655 -0.6586  0.125
H 0.7017 -0.9385 -1.6306  0.093
H 1.2613 -3.4203 -0.9153  0.052
H 2.8685 -2.9670 -0.2994  0.082
H 0.4205 2.6909 -0.6699  0.071
H 1.9795 1.8838 1.7080  0.125
H 2.5702 3.3377 0.4980  0.151
H -1.0083 -4.3210 2.0750  0.075
H -1.2608 -2.8765 1.5518  -0.042
O -0.6043 -3.4919 1.8013  -0.037
H 1.0836 -0.1184 -4.3422  0.025
H 1.4216 -1.1528 -3.3367  -0.035
O 1.8749 -0.5889 -3.9414  -0.098
H -2.5228 -2.3109 -0.1270  0.056
H -2.2769 -1.0324 0.6334  -0.051
O -2.4263 -1.9339 0.7923  -0.077
H -2.9307 -0.8007 2.9933  0.044
H -2.3346 0.2528 2.1183  -0.057
O -2.7766 0.1442 2.9140  -0.036
H -2.0034 -0.9483 -2.0437  0.016
H -0.8837 -1.8600 -1.4879  -0.037
O -1.7926 -1.9598 -1.6787  -0.143
H -1.5768 3.0159 0.5479  0.028
H -1.1676 0.9475 -0.1642  0.062
O -2.0132 0.6570 0.3162  -0.148
H -2.5272 0.3680 -0.5693  0.094
H -3.2067 0.4046 -2.5884  -0.095
O -2.3868 0.3909 -2.3524  -0.254
H -0.6229 -1.7823 2.9047  0.035
H -1.0624 -0.3473 3.6800  0.041
O -0.3536 -0.9593 3.3909  -0.076
H 0.1387 3.3074 1.7732  0.071
H -2.2451 3.0245 1.9772  -0.029
O -1.7426 3.4459 1.3895  0.011
H 1.1255 -3.1591 2.1613  -0.075
H 1.3375 -1.9920 2.7832  -0.007
O 1.8559 -2.6893 2.3698  -0.027
H 2.6582 -0.7267 2.3959  -0.009
H 1.6949 -0.3258 3.4728  -0.025
O 2.5657 -0.1827 3.1674  -0.042
H -1.0769 0.3325 -3.4166  -0.013
H -0.2339 1.5609 -3.5815  -0.007
O -0.4371 0.7391 -4.0142  -0.079
H -1.2011 1.9914 -2.0881  0.015
H -1.1139 3.4251 -2.7078  0.053
O -0.6518 2.7656 -2.2394  -0.033

Computed properties:
**E_HOMO**: -6.22 eV
**Net charge**: -1
**2S+1**: 1
**E**: -35924.1528 eV
**LUMO**: 0.0959 Eh

One molecule with the formula C3H9N3OS. Source: OMol25; level of theory: ωB97M-V with the def2-TZVPD basis set.

Last column: Löwdin charge in e.
Element x y z (Å)
C -0.9772 -1.6387 -1.7483  -0.201
O -2.1011 -1.3956 -1.0246  -0.230
C -2.0524 -0.1642 -0.2268  -0.491
S -0.7250 0.0746 0.8968  0.891
N 0.2619 0.9220 -0.2397  -0.280
C 1.4488 1.3028 0.0639  -0.330
N 2.2546 1.0720 1.1912  -0.082
N 1.6092 0.6269 2.4241  -0.043
H -0.0534 -1.6252 -1.1459  0.067
H -0.8168 -0.9804 -2.5866  0.075
H -1.1288 -2.6275 -2.2612  0.105
H -1.9163 0.6179 -0.9316  0.058
H -3.0359 -0.1032 0.2386  0.089
H 1.9171 1.7453 -0.9009  0.140
H 3.2818 1.2515 1.1647  0.137
H 1.2453 -0.3100 2.3592  0.014
H 0.7882 1.2320 2.7269  0.081

Computed properties:
**Structure (SMILES)**: COCS/N=C\NN
**E_HOMO**: -8.34 eV
**2S+1**: 1
**E**: -20607.1242 eV
**LUMO**: 0.0267 Eh

A 2-piece molecular cluster, C25H35F2Si overall. Source: OMol25; level of theory: ωB97M-V with the def2-TZVPD basis set.

Last column: Löwdin charge in e.
Element x y z (Å)
C -3.1831 0.9430 -2.0831  -0.156
C -2.1896 0.3878 -3.0982  -0.313
Si -1.4396 -1.2368 -2.5801  0.614
C -2.7087 -2.5059 -2.0410  -0.332
C -3.7019 -2.9137 -3.1163  -0.157
C -0.4361 -1.9221 -3.9818  -0.294
C -0.3740 -1.1624 -5.3120  -0.151
C -0.6129 -0.8992 -0.8510  -0.215
C 0.8820 -1.0810 -0.8685  -0.343
C 1.3673 -2.4823 -0.6004  -0.051
C 1.7428 -0.0664 -1.1576  -0.318
C 3.2029 -0.4223 -1.2823  -0.070
C 1.2663 1.3031 -1.5622  -0.054
H -3.7049 1.7850 -2.5530  0.074
H -3.9388 0.2092 -1.7731  0.067
H -2.6815 1.3183 -1.1816  0.058
H -2.6768 0.2192 -4.0689  0.077
H -1.3825 1.1135 -3.2806  0.068
H -2.1518 -3.3897 -1.6903  0.084
H -3.2399 -2.1089 -1.1618  0.071
H -4.3898 -3.6352 -2.6615  0.071
H -4.2942 -2.0697 -3.4880  0.071
H -3.2146 -3.4035 -3.9665  0.067
H 0.5891 -2.1155 -3.6416  0.068
H -0.8731 -2.9123 -4.1732  0.073
H 0.1599 -1.8017 -6.0317  0.074
H -1.3619 -0.9415 -5.7382  0.068
H 0.1843 -0.2189 -5.2337  0.070
H -0.9423 0.0929 -0.4748  0.065
H -1.1011 -1.6468 -0.1902  0.064
H 0.6582 -3.0376 0.0196  0.079
H 1.5822 -3.0621 -1.5143  0.095
H 2.2956 -2.4560 -0.0238  0.070
H 3.8412 0.4488 -1.4284  0.071
H 3.5796 -0.9042 -0.3746  0.069
H 3.4405 -1.1377 -2.0832  0.092
H 2.1245 1.9675 -1.7029  0.073
H 0.6514 1.3306 -2.4895  0.079
H 0.6439 1.7587 -0.7863  0.066
F 4.3225 5.3209 4.8060  0.081
C 3.4813 4.3920 4.2406  -0.200
C 3.4706 4.2302 2.8531  0.030
C 2.7191 3.1824 2.3258  0.027
C 2.0188 2.2352 3.1623  -0.165
C 1.2310 1.1586 2.6096  0.165
C 0.1089 0.5140 3.2495  -0.146
C -0.7640 -0.3666 2.5148  0.040
C -1.7853 -1.0980 3.1151  0.046
C -1.9144 -0.9958 4.5048  -0.193
F -2.7897 -1.8211 5.1621  0.090
C -1.1466 -0.1412 5.2841  0.036
C -0.2574 0.6942 4.6235  0.013
C 2.1849 2.4268 4.5665  -0.004
C 2.8014 3.5517 5.1129  0.038
H 4.0539 4.9108 2.2230  0.141
H 2.6565 3.0825 1.2436  0.123
H 1.5158 0.7988 1.6174  0.129
H -0.6402 -0.4458 1.4417  0.077
H -2.4470 -1.7587 2.5484  0.140
H -1.2339 -0.0885 6.3739  0.143
H 0.1421 1.5155 5.2038  0.102
H 1.8551 1.6617 5.2475  0.103
H 2.8040 3.6964 6.1967  0.141

Computed properties:
**E_HOMO**: -10.57 eV
**Net charge**: +1
**2S+1**: 1
**E**: -39797.7138 eV
**LUMO**: -0.2198 Eh

CHLiO2Yb as an isolated structure. Source: OMol25; level of theory: ωB97M-V with the def2-TZVPD basis set.

Last column: Löwdin charge in e.
Element x y z (Å)
H -0.7490 2.1499 0.3601  0.186
O -0.1638 1.2059 1.1569  -0.314
C 0.1479 1.5753 -0.0851  -0.486
O 0.0805 0.7785 -0.9718  -0.020
Li -1.5128 0.7225 2.3795  0.856
Yb 0.8446 -1.0574 0.4750  1.777

Computed properties:
**E_HOMO**: -18.13 eV
**Net charge**: +2
**2S+1**: 1
**E**: -36862.9716 eV
**LUMO**: -0.3721 Eh

Relative energy (zero: lowest compared OMol25 entry of this formula, charge and spin) values (in eV) by entry order: 4.479 2.998 0.625 3.756.